[1]
Computed, not measured: an isolated molecule of C18H17N3O4S at a distorted geometry, with the ωB97M-V functional and the def2-TZVPD basis.

Summary:
Structure (SMILES) ... CCn1c(SCC(=O)c2ccc3c(c2)OCCO3)nnc1-c1ccco1
HOMO-LUMO gap ... 0.3091 hartree

Geometry (Å):
C  -2.046  -0.190  -2.480
C  -2.735  0.995  -1.813
N  -2.461  1.024  -0.400
C  -1.427  1.666  0.211
S  -0.274  2.632  -0.656
C  0.688  3.295  0.746
C  2.151  2.912  0.612
O  2.992  3.773  0.479
C  2.482  1.474  0.615
C  1.651  0.490  1.155
C  2.047  -0.830  1.139
C  3.265  -1.204  0.578
C  4.089  -0.226  0.006
C  3.700  1.101  0.048
O  5.276  -0.544  -0.602
C  5.411  -1.919  -0.881
C  4.984  -2.748  0.330
O  3.621  -2.521  0.617
N  -1.440  1.446  1.502
N  -2.479  0.649  1.766
C  -3.095  0.383  0.638
C  -4.256  -0.450  0.552
C  -4.950  -1.058  1.569
C  -6.003  -1.767  0.953
C  -5.877  -1.545  -0.384
O  -4.824  -0.750  -0.640
H  -2.415  -1.125  -2.064
H  -0.970  -0.135  -2.325
H  -2.247  -0.178  -3.547
H  -3.816  0.936  -1.954
H  -2.366  1.933  -2.237
H  0.227  2.891  1.646
H  0.599  4.382  0.719
H  0.712  0.744  1.621
H  1.428  -1.601  1.571
H  4.344  1.854  -0.378
H  6.461  -2.085  -1.125
H  4.784  -2.190  -1.743
H  5.087  -3.816  0.138
H  5.598  -2.466  1.195
H  -4.717  -0.989  2.610
H  -6.750  -2.361  1.438
H  -6.448  -1.881  -1.227

Atoms 1-6, force components in eV/Å:
C -0.10 0.18 0.08
C -0.05 -0.21 -0.65
N 0.15 0.11 0.89
C -0.03 -0.02 0.19
S 0.15 0.24 -0.19
C -0.21 0.19 -0.25



[2]
Computed, not measured: an isolated molecule of C18H17N3O6 at a distorted geometry, with the ωB97M-V functional and the def2-TZVPD basis.

Summary:
Structure (SMILES) ... COC(=O)[C@@H](/C=N/OCc1ccc([N+](=O)[O-])cc1)NC(=O)c1ccccc1
HOMO-LUMO gap ... 0.3265 hartree

Geometry (Å):
C  -1.392  -0.226  -2.957
O  -0.471  0.333  -2.022
C  -0.195  1.625  -2.167
O  -0.681  2.345  -2.991
C  0.790  2.098  -1.074
C  -0.089  2.775  -0.065
N  -0.426  2.116  0.956
O  -1.321  2.705  1.834
C  -1.821  1.715  2.729
C  -2.441  0.608  1.916
C  -3.759  0.704  1.479
C  -4.262  -0.212  0.576
C  -3.429  -1.211  0.089
N  -3.923  -2.118  -0.914
O  -3.100  -2.765  -1.531
O  -5.119  -2.167  -1.094
C  -2.117  -1.333  0.531
C  -1.634  -0.427  1.452
N  1.532  1.010  -0.508
C  2.851  0.818  -0.771
O  3.483  1.554  -1.501
C  3.447  -0.368  -0.093
C  3.026  -0.800  1.161
C  3.627  -1.897  1.753
C  4.646  -2.571  1.100
C  5.078  -2.137  -0.142
C  4.487  -1.035  -0.733
H  -1.568  -1.252  -2.641
H  -2.321  0.347  -2.957
H  -0.967  -0.205  -3.961
H  1.498  2.801  -1.527
H  -0.455  3.772  -0.301
H  -1.010  1.333  3.359
H  -2.553  2.244  3.340
H  -4.383  1.509  1.835
H  -5.279  -0.150  0.217
H  -1.498  -2.128  0.143
H  -0.619  -0.509  1.807
H  1.003  0.343  0.028
H  2.255  -0.261  1.692
H  3.303  -2.225  2.730
H  5.108  -3.429  1.565
H  5.880  -2.654  -0.647
H  4.818  -0.674  -1.694

Atoms 1-6, force components in eV/Å:
C -0.28 -0.04 -0.30
O 0.14 -0.16 0.19
C 0.39 0.09 0.08
O -0.07 0.16 -0.10
C 0.12 -0.27 -0.31
C -0.40 0.64 0.46



[3]
Computed, not measured: an isolated molecule of C18H17N5O at a distorted geometry, with the ωB97M-V functional and the def2-TZVPD basis.

Summary:
Structure (SMILES) ... O=C1N=c2ccc(=C=NN3CCN(c4ccccc4)CC3)cc2N1
HOMO-LUMO gap ... 0.2457 hartree

Geometry (Å):
O  -5.963  -4.201  -4.500
C  -4.877  -3.995  -3.997
N  -4.279  -4.595  -2.877
C  -3.207  -3.843  -2.670
C  -2.181  -3.889  -1.610
C  -1.137  -2.996  -1.555
C  -1.000  -1.994  -2.598
C  -0.057  -1.085  -2.488
N  0.725  -0.206  -2.291
N  0.996  0.091  -0.983
C  2.283  0.810  -0.793
C  2.607  0.918  0.694
N  1.487  1.465  1.487
C  1.723  2.212  2.658
C  2.844  1.939  3.477
C  3.152  2.744  4.581
C  2.333  3.822  4.896
C  1.235  4.117  4.094
C  0.925  3.313  2.988
C  0.233  0.748  1.355
C  -0.139  0.568  -0.123
C  -2.018  -1.887  -3.634
C  -3.107  -2.751  -3.625
N  -4.210  -2.913  -4.414
H  -2.306  -4.648  -0.819
H  -0.413  -3.050  -0.774
H  3.121  0.294  -1.271
H  2.151  1.830  -1.203
H  2.833  -0.097  1.003
H  3.521  1.514  0.777
H  3.499  1.093  3.214
H  4.023  2.512  5.180
H  2.525  4.478  5.740
H  0.668  5.005  4.313
H  0.119  3.587  2.355
H  -0.578  1.290  1.845
H  0.352  -0.208  1.827
H  -1.008  -0.086  -0.154
H  -0.451  1.558  -0.499
H  -1.950  -1.143  -4.411
H  -4.478  -2.322  -5.193

Atoms 1-6, force components in eV/Å:
O -0.20 -1.33 0.18
C -3.23 -0.66 0.14
N 1.53 0.67 0.05
C 0.35 -0.09 0.93
C -0.42 -0.20 0.15
C -1.01 -1.23 -1.54



[4]
Computed, not measured: an isolated molecule of C18H17N5O2S2 at a distorted geometry, with the ωB97M-V functional and the def2-TZVPD basis.

Summary:
Structure (SMILES) ... Cc1cccc(Cn2c(Sc3nc(C)cs3)nc3c2c(=O)[nH]c(=O)n3C)c1
HOMO-LUMO gap ... 0.3190 hartree

Geometry (Å):
C  -0.209  -0.141  -4.961
C  -0.956  0.121  -3.690
C  -2.334  -0.053  -3.624
C  -3.020  0.175  -2.446
C  -2.340  0.576  -1.309
C  -0.966  0.753  -1.358
C  -0.187  1.158  -0.131
N  0.650  0.065  0.316
C  0.277  -1.139  0.812
S  -1.394  -1.603  1.056
C  -1.824  -0.393  2.241
N  -3.016  0.052  2.393
C  -3.109  0.946  3.414
C  -4.427  1.563  3.725
C  -1.932  1.194  4.051
S  -0.645  0.263  3.379
N  1.295  -1.946  1.049
C  2.386  -1.237  0.701
C  2.020  0.024  0.240
C  2.992  0.986  -0.190
O  2.809  2.108  -0.614
N  4.271  0.450  -0.068
C  4.685  -0.792  0.389
O  5.856  -1.085  0.433
N  3.680  -1.649  0.780
C  3.993  -2.971  1.276
C  -0.284  0.525  -2.545
H  0.704  0.448  -5.003
H  0.065  -1.195  -5.020
H  -0.823  0.094  -5.827
H  -2.871  -0.368  -4.507
H  -4.090  0.037  -2.409
H  -2.879  0.746  -0.388
H  0.485  1.991  -0.356
H  -0.867  1.452  0.673
H  -4.333  2.268  4.545
H  -4.810  2.077  2.846
H  -5.140  0.786  3.994
H  -1.740  1.864  4.863
H  5.031  1.061  -0.349
H  5.076  -3.074  1.285
H  3.590  -3.089  2.281
H  3.545  -3.723  0.627
H  0.787  0.675  -2.577

Atoms 1-6, force components in eV/Å:
C 0.01 -0.08 0.00
C 0.02 0.02 0.04
C 0.02 0.01 0.03
C -0.07 0.00 -0.01
C 0.08 0.13 -0.04
C -0.05 0.09 0.01